Here is C26H24Br4EuN2O3S as an isolated structure at a distorted geometry from OMol25. Energies are from wB97M-V/def2-TZVPD.

The spin multiplicity is 8. For the HOMO energy (spin up / spin down), the calculation gives -5.9 / -6.8 eV. The calculation puts the max |F| at 2.74 eV/A. As for the molar mass: 916.14 g mol⁻¹.

Cartesian coordinates (Å):
Eu1 -0.282 0.125 0.641
C1 3.592 0.155 -1.563
C2 2.422 0.998 -1.162
C3 1.388 1.239 -2.064
C4 0.314 2.069 -1.738
C5 -0.763 2.344 -2.749
C6 0.296 2.674 -0.474
C7 1.315 2.441 0.455
C8 1.325 3.160 1.777
C9 2.361 1.582 0.105
H1 4.107 -0.247 -0.693
H2 4.306 0.749 -2.131
H3 3.269 -0.673 -2.193
H4 1.424 0.780 -3.044
H5 -1.369 1.454 -2.930
H6 -0.324 2.631 -3.703
H7 -1.417 3.149 -2.422
H8 -0.489 3.386 -0.228
H9 1.851 4.110 1.682
H10 1.835 2.571 2.540
H11 0.313 3.365 2.127
H12 3.163 1.412 0.815
O1 -0.734 0.869 3.066
C10 -2.120 0.648 3.338
C11 -2.979 1.299 2.284
C12 -4.290 1.657 2.587
C13 -5.104 2.145 1.581
C14 -4.583 2.280 0.303
C15 -3.259 1.940 0.101
N1 -2.462 1.467 1.063
H13 -0.217 0.475 3.777
H14 -2.386 1.056 4.322
H15 -2.335 -0.433 3.330
H16 -4.665 1.535 3.592
H17 -6.129 2.413 1.790
H18 -5.184 2.639 -0.517
H19 -2.811 2.039 -0.882
Br1 -1.849 -3.425 -5.059
C16 -1.895 -2.713 -3.309
C17 -3.092 -2.567 -2.624
Br2 -4.728 -3.045 -3.441
C18 -3.084 -2.061 -1.321
Br3 -4.672 -1.839 -0.318
C19 -1.911 -1.701 -0.660
O2 -1.890 -1.297 0.581
C20 -0.689 -1.767 -1.413
O3 0.433 -1.316 -0.862
C21 -0.712 -2.307 -2.686
Br4 0.961 -2.422 -3.563
S1 1.577 -1.174 2.380
C22 2.742 -2.149 1.617
N2 2.631 -2.484 0.307
C23 3.512 -3.257 -0.346
C24 4.609 -3.767 0.298
C25 4.776 -3.445 1.655
C26 3.865 -2.653 2.300
H20 1.832 -2.076 -0.243
H21 3.284 -3.430 -1.389
H22 5.314 -4.387 -0.228
H23 5.630 -3.824 2.196
H24 3.976 -2.397 3.342

Here is one molecule with the formula C6H16NO4P at a distorted geometry from OMol25. Energies are from wB97M-V/def2-TZVPD.

The spin multiplicity is 1. The SMILES is CCOCCO[PH2](C)CON=O. For the HOMO energy, the calculation gives -9.3 eV. The calculation puts the max |F| at 1.78 eV/A. As for the molar mass: 197.17 g mol⁻¹.

Cartesian coordinates (Å):
C1 0.550 1.093 2.771
C2 -0.540 1.815 1.921
O1 -1.107 1.030 0.879
C3 -1.961 0.017 1.374
C4 -2.200 -1.113 0.307
O2 -0.999 -1.770 -0.060
P1 -0.148 -1.022 -1.384
C5 1.372 -0.793 -0.264
C6 0.755 -0.379 -2.964
O3 2.213 -0.521 -2.893
N1 2.806 0.718 -2.887
O4 3.820 0.670 -3.493
H1 0.213 0.143 3.232
H2 0.825 1.783 3.606
H3 1.478 0.880 2.206
H4 -0.062 2.689 1.420
H5 -1.329 2.260 2.579
H6 -2.957 0.406 1.717
H7 -1.541 -0.513 2.265
H8 -2.824 -0.769 -0.548
H9 -2.818 -1.873 0.847
H10 -1.039 0.083 -1.434
H11 -0.359 -2.248 -2.104
H12 0.969 -0.842 0.766
H13 2.126 -1.586 -0.439
H14 1.790 0.228 -0.384
H15 0.466 -1.058 -3.804
H16 0.503 0.672 -3.231